No. 1
C16H20F8N6O3S4Ta | the ωB97M-V functional and the def2-TZVPD basis

## Properties
Total charge = +3
HOMO level (spin up / spin down) = -0.6555 / -0.6555 Ha
Energy above the lowest of the compared OMol25 structures with the same formula, charge and spin = 60.79 kJ/mol
Electronic energy = -3623.661472 hartree

Atoms and positions in Å:
1 Ta 0.678 -0.101 -0.471
2 C 0.482 -2.798 -2.425
3 C 0.782 -3.173 -1.001
4 N 1.479 -2.100 -0.170
5 C 3.007 -2.116 -0.225
6 C 3.471 -1.572 -1.547
7 S 2.729 -0.004 -2.214
8 C 2.048 -0.413 -3.864
9 C 0.569 -0.679 -3.807
10 N 0.174 -1.304 -2.534
11 H -0.395 -3.318 -2.708
12 H 1.322 -2.980 -3.037
13 H 1.374 -4.128 -1.048
14 H -0.149 -3.473 -0.435
15 H 1.263 -2.251 0.796
16 H 3.305 -3.130 -0.050
17 H 3.478 -1.492 0.569
18 H 3.424 -2.422 -2.332
19 H 4.476 -1.286 -1.550
20 H 2.587 -1.365 -4.207
21 H 2.204 0.438 -4.558
22 H 0.196 -1.325 -4.611
23 H 0.011 0.196 -3.845
24 H -0.815 -1.234 -2.482
25 F 0.843 1.288 5.898
26 C 1.382 1.149 4.733
27 C 0.705 0.333 3.812
28 F -0.292 -0.483 4.217
29 C 1.217 0.292 2.532
30 F 0.536 -0.542 1.639
31 C 2.230 1.070 2.045
32 S 2.608 1.087 0.359
33 C 2.907 1.852 2.976
34 F 3.948 2.574 2.612
35 C 2.486 1.866 4.329
36 F 3.193 2.457 5.200
37 C -5.803 1.094 1.781
38 C -4.359 0.726 1.648
39 N -3.595 0.462 2.672
40 N -2.549 -0.265 2.146
41 C -2.669 -0.470 0.878
42 S -1.618 -1.271 -0.204
43 N -3.771 0.217 0.473
44 N -4.154 0.325 -0.882
45 H -6.186 0.644 2.717
46 H -6.333 0.610 0.957
47 H -6.023 2.116 1.744
48 H -1.843 -0.497 2.858
49 H -3.884 1.181 -1.248
50 H -5.148 0.115 -0.917
51 F 1.391 3.578 -0.135
52 C 0.260 3.772 -0.834
53 F 0.567 4.230 -2.039
54 F -0.440 4.633 -0.143
55 S -0.737 2.264 -1.032
56 O -0.592 1.580 0.296
57 O -2.025 2.697 -1.403
58 O 0.051 1.342 -1.927

No. 2
C16H20IrN2O10P | the ωB97M-V functional and the def2-TZVPD basis

## Properties
Total charge = 0
HOMO level = -0.3321 Ha
Energy above the lowest of the compared OMol25 structures with the same formula, charge and spin = 103.46 kJ/mol
Electronic energy = -1929.442858 hartree

Atoms and positions in Å:
1 Ir -0.101 -0.114 -0.275
2 O -0.185 2.151 3.144
3 C -0.376 1.211 2.413
4 O -0.432 1.306 1.105
5 C -0.738 -0.165 3.003
6 C -1.926 -0.752 2.234
7 C -2.492 -1.971 2.964
8 C -1.417 -3.051 2.666
9 C -0.391 -2.256 1.867
10 O -1.261 -1.380 1.095
11 C 0.342 -1.267 2.772
12 C 1.580 -0.693 2.106
13 O 2.503 -0.260 2.751
14 O 1.555 -0.729 0.792
15 H -0.952 0.011 4.054
16 H -2.651 -0.024 1.886
17 H -3.461 -2.254 2.558
18 H -2.606 -1.768 4.027
19 H -1.830 -3.858 2.061
20 H -0.980 -3.485 3.563
21 H 0.249 -2.819 1.194
22 H 0.677 -1.730 3.698
23 O 1.300 2.075 -5.425
24 C 2.345 1.529 -4.817
25 O 3.395 1.331 -5.372
26 C 2.166 1.162 -3.385
27 C 3.182 0.739 -2.542
28 N 2.635 0.466 -1.348
29 N 1.333 0.713 -1.380
30 C 1.015 1.121 -2.589
31 C -0.450 1.289 -2.809
32 O -0.865 1.814 -3.838
33 O -1.175 0.809 -1.863
34 H 0.482 2.082 -4.859
35 H 4.234 0.625 -2.738
36 H 3.016 0.116 -0.472
37 C -0.059 -3.844 -3.247
38 P -0.866 -2.424 -2.512
39 C -1.510 -1.444 -3.864
40 C -2.289 -3.020 -1.595
41 O 0.131 -1.732 -1.598
42 H -0.768 -4.397 -3.864
43 H 0.326 -4.492 -2.461
44 H 0.772 -3.504 -3.865
45 H -2.214 -2.038 -4.448
46 H -0.692 -1.117 -4.507
47 H -2.009 -0.563 -3.465
48 H -2.921 -3.654 -2.216
49 H -2.862 -2.160 -1.246
50 H -1.940 -3.576 -0.726

No. 3
C16H20N2O2S | the ωB97M-V functional and the def2-TZVPD basis

## Properties
SMILES = CN1CCCN(S(=O)(=O)c2ccc3ccccc3c2)CC1
Total charge = 0
HOMO level = -0.3184 Ha
Energy above the lowest of the compared OMol25 structures with the same formula, charge and spin = 206.45 kJ/mol
Electronic energy = -1279.855680 hartree

Atoms and positions in Å:
1 C -4.852 -1.634 -0.653
2 N -3.645 -0.931 -0.268
3 C -3.761 -0.288 1.034
4 C -2.513 -0.486 1.900
5 C -1.211 -0.232 1.132
6 N -1.355 0.802 0.135
7 S -0.260 2.051 0.220
8 O -0.602 2.989 -0.808
9 O -0.222 2.495 1.582
10 C 1.325 1.307 -0.175
11 C 1.649 1.085 -1.519
12 C 2.827 0.470 -1.837
13 C 3.721 0.056 -0.824
14 C 4.945 -0.580 -1.122
15 C 5.796 -0.959 -0.121
16 C 5.466 -0.720 1.222
17 C 4.287 -0.107 1.545
18 C 3.387 0.295 0.536
19 C 2.162 0.930 0.833
20 C -1.731 0.355 -1.181
21 C -3.220 0.009 -1.288
22 H -5.092 -2.371 0.111
23 H -4.674 -2.161 -1.590
24 H -5.718 -0.968 -0.787
25 H -4.616 -0.704 1.572
26 H -3.933 0.791 0.915
27 H -2.488 -1.506 2.288
28 H -2.580 0.202 2.743
29 H -0.438 0.091 1.831
30 H -0.881 -1.159 0.646
31 H 0.964 1.431 -2.277
32 H 3.096 0.297 -2.869
33 H 5.197 -0.761 -2.156
34 H 6.732 -1.444 -0.357
35 H 6.153 -1.024 1.998
36 H 4.026 0.081 2.576
37 H 1.891 1.143 1.856
38 H -1.518 1.178 -1.865
39 H -1.134 -0.524 -1.467
40 H -3.380 -0.444 -2.270
41 H -3.804 0.944 -1.241

No. 4
C16H20N3O6S | the ωB97M-V functional and the def2-TZVPD basis

## Properties
Total charge = +1
HOMO level = -0.4368 Ha
Electronic energy = -1635.132149 hartree

Atoms and positions in Å:
1 N 3.654 -0.185 4.581
2 C 2.307 -0.390 4.109
3 S 1.113 -0.348 5.485
4 C -0.386 -1.122 4.842
5 C -1.117 -0.211 3.869
6 O -1.554 1.007 4.470
7 C -0.673 2.017 4.486
8 O 0.374 2.013 3.899
9 H 3.767 -0.164 5.587
10 H 4.012 0.702 4.245
11 H 1.963 0.424 3.470
12 H 2.186 -1.352 3.604
13 H 1.608 -1.347 6.241
14 H -0.109 -2.020 4.293
15 H -0.994 -1.392 5.706
16 H -0.520 -0.025 2.977
17 H -2.016 -0.737 3.556
18 H -1.010 2.813 5.158
19 C 1.147 -0.841 -1.861
20 C 0.438 -1.996 -2.166
21 C -0.004 -2.828 -1.149
22 C 0.282 -2.483 0.160
23 C 0.996 -1.342 0.485
24 C 1.429 -0.517 -0.539
25 N -0.198 -3.365 1.233
26 O -0.807 -4.358 0.922
27 O 0.033 -3.055 2.401
28 H 1.480 -0.197 -2.662
29 H 0.228 -2.243 -3.197
30 H -0.557 -3.730 -1.364
31 H 1.207 -1.113 1.519
32 H 1.988 0.379 -0.307
33 C -2.244 3.715 -5.154
34 C -2.888 2.708 -5.861
35 C -2.311 1.452 -5.965
36 C -1.092 1.237 -5.348
37 C -0.429 2.224 -4.641
38 C -1.018 3.475 -4.549
39 N -0.480 -0.100 -5.449
40 O -1.061 -0.943 -6.097
41 O 0.577 -0.290 -4.870
42 H -2.700 4.694 -5.078
43 H -3.841 2.899 -6.335
44 H -2.791 0.655 -6.513
45 H 0.526 2.016 -4.184
46 H -0.516 4.264 -4.005

No. 5
C16H20N4S | the ωB97M-V functional and the def2-TZVPD basis

## Properties
SMILES = Cc1ccc(C2=CSC3=NNC4(CCCCC4)NN23)cc1
Total charge = 0
HOMO level = -0.2359 Ha
Electronic energy = -1238.822158 hartree

Atoms and positions in Å:
1 C -1.834 -2.890 4.757
2 C -1.512 -2.382 3.370
3 C -1.049 -3.281 2.394
4 C -0.861 -2.797 1.080
5 C -1.055 -1.445 0.745
6 C -0.824 -0.975 -0.611
7 C -1.045 -1.702 -1.768
8 S -0.820 -0.760 -3.219
9 C -0.198 0.564 -2.251
10 N 0.323 1.646 -2.740
11 N 0.788 2.558 -1.823
12 C 1.236 2.165 -0.457
13 C 1.327 3.410 0.476
14 C 2.446 4.385 0.086
15 C 3.820 3.662 0.012
16 C 3.705 2.439 -0.941
17 C 2.583 1.469 -0.569
18 N 0.259 1.172 0.056
19 N -0.320 0.305 -0.891
20 C -1.493 -0.591 1.751
21 C -1.734 -1.055 3.027
22 H -2.636 -3.672 4.765
23 H -2.223 -2.088 5.391
24 H -0.947 -3.296 5.232
25 H -1.008 -4.324 2.622
26 H -0.556 -3.477 0.299
27 H -1.411 -2.722 -1.765
28 H 1.064 3.455 -2.158
29 H 0.364 3.924 0.427
30 H 1.514 3.077 1.496
31 H 2.476 5.219 0.844
32 H 2.190 4.858 -0.898
33 H 4.549 4.371 -0.333
34 H 4.034 3.291 1.015
35 H 4.668 1.925 -0.895
36 H 3.596 2.812 -1.993
37 H 2.544 0.713 -1.338
38 H 2.875 0.975 0.366
39 H 0.677 0.675 0.845
40 H -1.725 0.418 1.521
41 H -2.088 -0.335 3.767

No. 6
C16H20NOPmS | the ωB97M-V functional and the def2-TZVPD basis

## Properties
Expectation value of S² = 6.009
Total charge = -2
Spin multiplicity = 5
HOMO level (spin up / spin down) = 0.0878 / 0.0880 Ha
Electronic energy = -1757.931180 hartree

Atoms and positions in Å:
1 Pm 0.009 0.074 -0.056
2 C -1.576 -1.790 -0.061
3 C -2.019 -0.864 -1.063
4 C -1.027 -0.830 -2.083
5 H -2.896 -0.272 -1.011
6 C 0.049 -1.708 -1.707
7 C -0.300 -2.320 -0.477
8 H 0.271 -3.022 0.074
9 H -2.113 -2.015 0.839
10 H -1.054 -0.210 -2.947
11 H 0.943 -1.872 -2.263
12 C 0.917 0.456 2.217
13 C 1.141 -0.943 1.930
14 C 2.024 -1.028 0.802
15 H 0.713 -1.770 2.452
16 C 2.333 0.297 0.386
17 C 1.631 1.214 1.263
18 H 1.593 2.273 1.165
19 H 0.235 0.826 2.943
20 H 2.373 -1.918 0.351
21 H 2.978 0.561 -0.419
22 O 0.190 1.759 -1.359
23 C 1.081 2.284 -2.429
24 C -0.099 3.091 -3.008
25 C 1.630 1.181 -3.290
26 C 2.155 3.147 -1.813
27 C -0.899 2.650 -1.788
28 H -0.471 2.684 -3.945
29 H 0.076 4.154 -3.099
30 H -1.077 3.404 -1.023
31 H -1.816 2.088 -1.967
32 H 2.194 1.614 -4.123
33 H 0.838 0.558 -3.702
34 H 2.310 0.540 -2.720
35 H 2.451 3.924 -2.525
36 H 3.046 2.566 -1.563
37 H 1.794 3.631 -0.907
38 S -1.982 -2.469 3.730
39 C -1.347 -1.670 2.540
40 N -0.886 -1.048 1.649

No. 7
C16H21BF4GeHfNSSbSe4 | the ωB97M-V functional and the def2-TZVPD basis

## Properties
Total charge = -2
HOMO level = -0.0338 Ha
Energy above the lowest of the compared OMol25 structures with the same formula, charge and spin = 0.00 kJ/mol
Electronic energy = -13470.872812 hartree

Atoms and positions in Å:
1 Hf -1.419 -1.208 0.655
2 Se -3.206 2.812 1.648
3 Sb -3.589 0.775 0.341
4 Se -0.758 -0.419 -1.955
5 Se -3.345 -1.387 2.226
6 Se -5.732 0.621 -0.704
7 C 0.288 -4.178 -2.030
8 Ge -1.576 -3.568 -2.269
9 C -1.855 -3.432 -4.227
10 C -2.773 -5.001 -1.604
11 C -2.000 -1.892 -1.404
12 H 0.485 -5.025 -2.692
13 H 0.477 -4.486 -1.003
14 H 0.969 -3.363 -2.278
15 H -1.643 -4.379 -4.730
16 H -1.197 -2.659 -4.629
17 H -2.885 -3.143 -4.444
18 H -2.605 -5.953 -2.112
19 H -3.815 -4.709 -1.743
20 H -2.605 -5.138 -0.535
21 H -3.033 -1.643 -1.668
22 N -0.396 0.755 1.306
23 S 1.064 1.093 0.849
24 C 1.865 1.915 2.230
25 C 1.377 3.113 2.734
26 C 1.986 3.676 3.843
27 C 3.071 3.044 4.439
28 C 3.545 1.842 3.936
29 C 2.936 1.269 2.827
30 C 1.052 2.490 -0.284
31 C -0.151 2.966 -0.767
32 C -0.136 4.006 -1.689
33 C 1.067 4.540 -2.121
34 C 2.272 4.042 -1.635
35 C 2.266 3.009 -0.714
36 H -0.969 1.534 1.667
37 H 0.518 3.584 2.269
38 H 1.607 4.604 4.251
39 H 3.541 3.488 5.308
40 H 4.380 1.342 4.409
41 H 3.276 0.320 2.429
42 H -1.087 2.545 -0.421
43 H -1.077 4.384 -2.066
44 H 1.073 5.344 -2.847
45 H 3.212 4.456 -1.978
46 H 3.198 2.610 -0.328
47 F 0.899 -2.140 0.433
48 B 0.527 -2.982 1.535
49 F -0.724 -3.523 1.109
50 F 0.170 -2.054 2.542
51 F 1.456 -3.899 1.888

No. 8
C16H21BiNS7Si2 | the ωB97M-V functional and the def2-TZVPD basis

## Properties
Total charge = -1
HOMO level = -0.1467 Ha
Electronic energy = -4258.119364 hartree

Atoms and positions in Å:
1 Bi -1.023 -0.124 -0.712
2 C -2.294 -3.597 0.094
3 Si -0.885 -2.394 0.562
4 C 0.775 -3.316 0.366
5 C -1.030 -1.996 2.420
6 C -1.171 -3.058 3.307
7 C -1.291 -2.857 4.668
8 C -1.267 -1.565 5.164
9 C -1.121 -0.499 4.294
10 C -1.000 -0.687 2.920
11 Si -0.848 0.816 1.741
12 C -2.467 1.826 1.974
13 C 0.566 1.936 2.372
14 H -2.237 -4.531 0.645
15 H -2.216 -3.828 -0.963
16 H -3.276 -3.165 0.270
17 H 0.768 -4.299 0.830
18 H 1.590 -2.742 0.799
19 H 0.983 -3.450 -0.692
20 H -1.192 -4.064 2.914
21 H -1.407 -3.700 5.338
22 H -1.364 -1.391 6.228
23 H -1.110 0.505 4.696
24 H -2.665 2.054 3.017
25 H -3.327 1.285 1.584
26 H -2.403 2.770 1.439
27 H 0.393 2.248 3.397
28 H 0.635 2.836 1.768
29 H 1.525 1.431 2.323
30 S 2.587 0.387 -6.935
31 C 1.990 -0.216 -5.526
32 S 2.520 0.328 -3.971
33 C 1.411 -0.601 -2.980
34 C 0.597 -1.482 -3.621
35 S -0.545 -2.514 -2.964
36 S 0.771 -1.439 -5.415
37 S 1.495 -0.241 -1.257
38 S -0.569 4.051 -0.507
39 C 0.478 3.906 -1.753
40 N 1.640 3.253 -1.716
41 C 2.527 3.386 -2.847
42 C 1.639 3.688 -4.041
43 S 0.233 4.624 -3.348
44 H 1.890 2.689 -0.917
45 H 3.083 2.463 -3.000
46 H 3.236 4.205 -2.668
47 H 1.245 2.780 -4.496
48 H 2.131 4.287 -4.801

No. 9
C16H21Br18N3O | the ωB97M-V functional and the def2-TZVPD basis

## Properties
Total charge = 0
HOMO level = -0.3642 Ha
Electronic energy = -47193.649212 hartree

Atoms and positions in Å:
1 C -1.612 1.133 2.645
2 C -2.269 -0.369 2.563
3 O -3.394 -0.536 1.813
4 N -1.768 -1.606 3.293
5 C -0.283 -1.828 3.101
6 C 0.133 -2.354 1.587
7 C 1.804 -2.340 1.563
8 C 2.395 -0.798 1.522
9 C 3.816 -0.594 2.314
10 C 3.786 -1.136 3.891
11 N 3.332 -1.285 5.118
12 C 4.317 0.995 2.323
13 C 5.255 1.171 3.696
14 N 6.111 1.259 4.688
15 H -1.521 1.507 3.773
16 H -2.315 1.928 2.107
17 H -0.559 1.120 2.131
18 H -1.864 -1.346 4.321
19 H 0.011 -2.724 3.833
20 H 0.373 -0.911 3.467
21 H -0.333 -1.699 0.727
22 H -0.181 -3.502 1.500
23 H 2.239 -2.987 0.660
24 H 2.133 -2.940 2.541
25 H 1.567 -0.035 1.866
26 H 2.615 -0.551 0.375
27 H 4.633 -1.247 1.755
28 H 3.432 1.758 2.439
29 H 4.982 1.261 1.396
30 C -5.999 -3.460 2.253
31 Br -4.586 -4.613 1.575
32 Br -7.693 -3.784 1.354
33 Br -6.170 -3.587 4.187
34 H -5.708 -2.429 2.025
35 C 1.420 1.035 -2.451
36 Br 1.446 -0.603 -3.499
37 Br -0.043 1.052 -1.169
38 Br 3.134 1.374 -1.596
39 H 1.243 1.859 -3.150
40 C -7.395 -6.918 -2.055
41 Br -6.751 -7.420 -0.289
42 Br -9.183 -6.156 -1.983
43 Br -6.145 -5.745 -2.975
44 H -7.463 -7.838 -2.644
45 C 6.688 3.773 -0.059
46 Br 5.022 4.371 0.748
47 Br 6.557 1.950 -0.725
48 Br 7.310 5.002 -1.432
49 H 7.444 3.770 0.733
50 C 1.060 4.618 -4.898
51 Br -0.608 5.165 -4.061
52 Br 2.525 4.556 -3.619
53 Br 0.870 2.940 -5.863
54 H 1.314 5.385 -5.637
55 C -2.978 4.946 -7.471
56 Br -3.719 3.406 -6.541
57 Br -1.524 4.441 -8.661
58 Br -4.353 5.962 -8.399
59 H -2.552 5.606 -6.708

Which of these has the highest total charge? C16H20F8N6O3S4Ta

electronic energy of number 4 (C16H20N3O6S)? -1635.132149 hartree

Among the records above, which one has the highest total charge? C16H20F8N6O3S4Ta